Entry 1:
The following is a DFT calculation (wB97M-V/def2-TZVPD) of C51H51Cl3FN4O4STi as an isolated structure.

* total charge: +1
* relative energy (zero: lowest compared OMol25 entry of this formula, charge and spin): 109.6 kJ/mol
* E_HOMO: -10.508 eV

Structure (XYZ):
```
116
C51H51Cl3FN4O4STi (wB97M-V/def2-TZVPD)
Ti -0.8692 0.8079 0.8427
C 1.9196 4.3727 0.4260
C 2.3715 2.9283 0.3473
C 3.8362 2.7858 0.7826
C 2.1675 2.3321 -1.0144
C 3.1875 2.3939 -1.9584
C 3.0644 1.8776 -3.2133
C 1.9229 1.2061 -3.5508
C 0.8018 1.1203 -2.7219
C -0.5377 0.5285 -3.2067
C -0.3736 -0.8694 -3.8319
C -1.1700 1.4453 -4.2326
C 0.8973 1.7425 -1.4627
N -0.2702 1.8700 -0.6012
C -1.1049 2.9373 -1.0487
C -0.6149 3.9680 -1.8329
C -1.4113 4.9837 -2.2411
C -2.7703 4.9600 -1.9928
C -3.3122 3.8963 -1.2722
C -2.4467 2.9319 -0.7914
F -3.0514 1.9018 -0.1068
H 2.1080 4.7222 1.4532
H 0.8626 4.4844 0.3448
H 2.4509 5.0289 -0.2700
H 1.7078 2.3546 1.0590
H 4.4267 3.5657 0.3397
H 4.2368 1.8370 0.5239
H 3.9501 2.8264 1.8745
H 4.0915 2.9318 -1.7015
H 3.9507 1.8940 -3.8371
H 1.7812 0.6982 -4.4732
H -1.2069 0.4310 -2.3434
H 0.4372 -0.9070 -4.5326
H -1.2732 -1.0782 -4.3702
H -0.2744 -1.6351 -3.0601
H -0.4245 1.6012 -4.9938
H -1.5474 2.4012 -3.8189
H -2.0447 0.9745 -4.7275
H 0.4494 4.0156 -2.1449
H -0.9588 5.7894 -2.8193
H -3.3979 5.7335 -2.4032
H -4.4232 3.8609 -1.1700
O -1.8142 2.0915 2.1123
C -0.9726 1.8456 3.0251
O -0.0064 1.0586 2.7321
C -1.0671 2.4784 4.3651
C -0.6010 1.8209 5.5097
C -0.6856 2.4769 6.7355
C -1.3763 3.7136 6.8264
C -1.8809 4.3233 5.7142
C -1.6636 3.7375 4.4655
H -0.1003 0.8569 5.4232
H -0.2874 2.0807 7.6605
H -1.4188 4.1928 7.8046
H -2.4450 5.2644 5.7912
H -1.9922 4.2900 3.5813
O -1.9341 -1.6259 -0.8739
C -1.7838 -0.9567 0.1136
C -5.1462 -2.6509 -0.0713
N -5.7559 -1.3505 0.1620
C -6.7674 -1.4205 1.2098
C -4.7142 -0.3713 0.3851
C -3.7780 -0.5904 1.6149
C -4.3163 -0.3700 2.8757
C -3.5700 -0.6957 4.0371
C -2.2938 -1.1780 3.9387
C -1.7691 -1.3529 2.6473
C -2.4587 -1.0585 1.4366
H -5.8392 -3.4122 -0.4111
H -4.5969 -3.0390 0.8418
H -4.3367 -2.5711 -0.8853
H -7.6443 -1.9424 0.8574
H -7.1892 -0.4244 1.5092
H -6.3829 -1.8870 2.1172
H -5.2024 0.6241 0.5288
H -4.0848 -0.2034 -0.5697
H -5.3012 0.0524 3.0052
H -4.0122 -0.3973 4.9936
H -1.6681 -1.3956 4.8117
H -0.7551 -1.7306 2.6175
Cl -2.4963 -4.9965 1.1794
C -1.0259 -4.5579 0.4234
C 0.0096 -4.0593 1.1934
C 1.2059 -3.8460 0.5969
C 1.4382 -3.9578 -0.7691
C 2.8537 -3.6209 -1.2341
C 2.9248 -2.1772 -1.7655
N 2.3686 -1.3680 -0.6676
C 3.0195 -0.8869 0.4347
C 2.0661 -0.3194 1.2445
N 0.8215 -0.4136 0.5583
C 1.1175 -1.0578 -0.5690
O 3.3319 -4.5273 -2.2371
C 4.6701 -5.0045 -2.1053
C 5.6521 -3.8930 -2.2149
C 6.2408 -3.2326 -1.1681
Cl 6.0390 -3.5183 0.5469
S 7.4362 -2.0815 -1.6598
C 7.0957 -2.4221 -3.2936
C 6.1568 -3.3539 -3.4720
C 0.3442 -4.3004 -1.5223
Cl 0.4465 -4.3739 -3.2478
C -0.8763 -4.6527 -0.9365
H -0.1135 -3.9014 2.2675
H 2.0056 -3.5268 1.2474
H 3.5222 -3.6978 -0.3463
H 2.3407 -2.0912 -2.6947
H 3.9279 -1.8676 -1.9140
H 4.0659 -1.1198 0.5140
H 2.1326 0.1887 2.1971
H 0.4264 -1.2435 -1.3660
H 4.7864 -5.7002 -2.9191
H 4.8233 -5.5671 -1.1682
H 7.5990 -1.9384 -4.1001
H 5.8147 -3.8003 -4.4128
H -1.6976 -5.0467 -1.5059
```

Entry 2:
The following is a DFT calculation (wB97M-V/def2-TZVPD) of C51H53CsN5O9PS2 as an isolated structure.

* total charge: -2
* relative energy (zero: lowest compared OMol25 entry of this formula, charge and spin): 167.0 kJ/mol
* E_HOMO: -1.846 eV

Structure (XYZ):
```
122
C51H53CsN5O9PS2 (wB97M-V/def2-TZVPD)
Cs 0.5234 0.2765 0.7806
O 3.0123 -0.9757 3.2016
C 2.4785 -1.2501 2.1259
O 1.3056 -1.7214 1.9755
C 3.2325 -0.9109 0.7844
O 4.0104 0.0398 0.7929
O 2.9323 -1.5983 -0.2539
C -2.2721 6.4502 -0.8492
O -1.1924 6.2861 0.0430
C -1.1596 7.0607 1.1570
C -1.8411 8.2625 1.2906
C -1.6831 9.0390 2.4350
C -0.8508 8.6051 3.4511
C -0.2170 7.3740 3.3449
C -0.3673 6.5753 2.2168
N 0.2784 5.3514 2.1167
C -0.2541 4.1300 1.6676
N -1.5989 4.1287 1.5067
C -2.5031 3.0299 1.3310
C -2.1009 1.6955 1.3440
C -3.1734 0.7891 1.2389
C -4.5085 1.1526 1.1163
C -4.8545 2.5025 1.0832
C -3.8391 3.4380 1.1942
O -4.0750 4.8166 1.1793
C -5.3985 5.2352 1.3843
N 0.4898 3.1130 1.4689
C 1.8707 3.1448 1.6933
C 2.3909 2.3095 2.6887
C 3.7502 2.2260 2.9297
C 4.6266 2.9979 2.1825
C 4.1360 3.8139 1.1747
C 2.7753 3.8814 0.9149
O 2.3606 4.6910 -0.1256
C 1.7068 4.0057 -1.1870
H -2.1927 5.6371 -1.5667
H -2.2150 7.4057 -1.3804
H -3.2279 6.3718 -0.3243
H -2.4790 8.6103 0.4908
H -2.2144 9.9780 2.5216
H -0.7167 9.2040 4.3426
H 0.4004 7.0041 4.1548
H 1.1725 5.2522 2.5733
H -2.0670 4.9964 1.7119
H -2.9540 -0.2811 1.2613
H -5.2931 0.4035 1.0406
H -5.8892 2.8020 0.9790
H -5.3684 6.3168 1.5161
H -5.8294 4.7719 2.2775
H -6.0387 5.0003 0.5265
H 1.6952 1.7100 3.2673
H 4.1123 1.5132 3.6566
H 5.6951 2.9166 2.3357
H 4.8015 4.3842 0.5380
H 1.7114 4.6848 -2.0400
H 0.6755 3.7521 -0.9289
H 2.2483 3.0914 -1.4507
C -3.5867 -2.2294 -1.0475
C -3.4651 -0.9262 -1.8242
C -4.8180 -0.4610 -2.3560
C -2.4577 -0.9953 -2.9666
C -2.7266 -2.0707 -4.0339
O -1.4448 -2.6519 -4.2739
C -0.6035 -2.1348 -3.3139
N -1.0813 -1.2577 -2.5368
C 0.7809 -2.6363 -3.4177
C 1.2549 -2.7744 -4.7283
C 2.5638 -3.1289 -4.9777
C 3.4147 -3.3446 -3.9009
C 2.9390 -3.2398 -2.6086
C 1.6093 -2.9089 -2.3206
P 1.0885 -2.7765 -0.5381
C 2.0724 -4.2759 0.0609
C 2.8849 -4.2727 1.1901
C 3.5847 -5.4076 1.5872
C 3.5066 -6.5794 0.8536
C 2.7096 -6.6033 -0.2836
C 2.0055 -5.4720 -0.6620
C -0.4790 -3.9130 -0.6738
C -1.1289 -3.9886 0.5660
C -2.2988 -4.7121 0.7380
C -2.8759 -5.3721 -0.3415
C -2.2574 -5.3033 -1.5812
C -1.0747 -4.5875 -1.7387
H -4.1853 -2.0717 -0.1485
H -2.6058 -2.5926 -0.7409
H -4.0716 -3.0151 -1.6334
H -3.0894 -0.1632 -1.1388
H -5.2384 -1.1898 -3.0576
H -4.7352 0.4993 -2.8731
H -5.5249 -0.3348 -1.5354
H -2.4614 -0.0064 -3.4394
H -3.1021 -1.6632 -4.9746
H -3.4073 -2.8501 -3.6851
H 0.5827 -2.5667 -5.5501
H 2.9209 -3.2112 -5.9968
H 4.4549 -3.5967 -4.0710
H 3.6155 -3.3949 -1.7800
H 2.9771 -3.3861 1.7935
H 4.1971 -5.3616 2.4798
H 4.0570 -7.4616 1.1606
H 2.6341 -7.5063 -0.8796
H 1.3911 -5.5234 -1.5516
H -0.6918 -3.4639 1.4124
H -2.7706 -4.7488 1.7133
H -3.7977 -5.9292 -0.2182
H -2.6959 -5.8102 -2.4352
H -0.6162 -4.5689 -2.7230
O -0.4325 -1.4095 4.1440
H -1.0405 -0.9654 3.5445
H 0.3499 -1.5841 3.5755
S 2.4878 0.6714 -3.8515
C 1.0512 1.2233 -4.3822
N 0.0010 1.6082 -3.6350
C -1.0573 2.3467 -4.2835
C -1.1136 1.7917 -5.7009
S 0.6264 1.4293 -6.0969
H 0.0295 1.4554 -2.6392
H -0.8262 3.4189 -4.3076
H -1.9988 2.2103 -3.7519
H -1.5118 2.5116 -6.4127
H -1.6917 0.8680 -5.7474
```

Entry 3:
The following is a DFT calculation (wB97M-V/def2-TZVPD) of C51H55Br2CsN8OS as an isolated structure.

* total charge: -2
* relative energy (zero: lowest compared OMol25 entry of this formula, charge and spin): 0.0 kJ/mol
* E_HOMO: -1.540 eV

Structure (XYZ):
```
119
C51H55Br2CsN8OS (wB97M-V/def2-TZVPD)
Cs -0.8516 0.2523 -0.7475
C 4.8279 -4.0825 -0.9314
C 3.3965 -4.6188 -0.9233
C 2.4425 -3.6762 -0.2648
C 1.9564 -3.7087 1.0174
C 2.2604 -4.6992 2.0957
C 3.3817 -4.2321 3.0217
C 1.1401 -2.5152 1.1682
N 1.1139 -1.8311 0.0068
C 1.9082 -2.4732 -0.8664
C 2.1974 -2.0229 -2.1703
C 1.9863 -0.7589 -2.7004
C 2.2721 -0.3528 -4.0769
C 2.7778 -1.2527 -5.1588
C 4.2914 -1.4544 -5.0877
C 1.9876 0.9737 -4.1414
C 1.5351 1.3631 -2.8026
C 1.1949 2.6735 -2.4198
C 0.7771 3.1321 -1.1656
N 0.5180 2.3513 -0.1089
C 0.1076 3.1298 0.9062
C -0.2691 2.6598 2.1599
C -0.2506 1.3289 2.6314
N 0.0656 0.2561 1.9009
C 0.1119 -0.8134 2.7270
C 0.5811 -2.0786 2.3799
C -0.2530 -0.4041 4.0790
C -0.4744 0.9395 4.0197
C -0.8655 1.8664 5.1265
C -2.3436 2.2482 5.0852
C -0.3096 -1.2954 5.2798
C 1.0593 -1.4887 5.9250
C 0.1251 4.5336 0.4849
C 0.5380 4.5359 -0.8086
C 0.7689 5.7039 -1.7103
C 2.2487 6.0548 -1.8268
C -0.2149 5.6990 1.3567
C 0.9558 6.1070 2.2459
N 1.5405 0.3008 -1.9917
C 2.0306 1.8699 -5.3360
C 0.6423 2.0770 -5.9362
H 5.5094 -4.7733 -1.4325
H 4.8690 -3.1224 -1.4434
H 5.1841 -3.9242 0.0860
H 3.0801 -4.8084 -1.9544
H 3.3725 -5.5888 -0.4145
H 1.3587 -4.8869 2.6872
H 2.5380 -5.6613 1.6492
H 3.1317 -3.2678 3.4596
H 3.5585 -4.9460 3.8293
H 4.3094 -4.1061 2.4651
H 2.6880 -2.7373 -2.8229
H 2.2672 -2.2180 -5.0959
H 2.5108 -0.8401 -6.1367
H 4.5779 -1.8731 -4.1245
H 4.6396 -2.1292 -5.8718
H 4.8123 -0.5023 -5.1951
H 1.2962 3.4271 -3.1925
H -0.5586 3.4203 2.8804
H 0.6088 -2.8020 3.1889
H -0.6348 1.4088 6.0948
H -0.2585 2.7757 5.0687
H -2.9729 1.3766 5.2667
H -2.5827 3.0003 5.8387
H -2.6101 2.6422 4.1068
H -1.0033 -0.8784 6.0193
H -0.7190 -2.2693 4.9968
H 1.4486 -0.5371 6.2847
H 1.0111 -2.1832 6.7660
H 1.7703 -1.8769 5.1973
H 0.3694 5.4843 -2.7056
H 0.2165 6.5755 -1.3433
H 2.8131 5.2019 -2.2005
H 2.4043 6.8979 -2.5025
H 2.6578 6.3151 -0.8501
H -0.5206 6.5522 0.7409
H -1.0778 5.4508 1.9848
H 1.8045 6.4238 1.6410
H 0.6818 6.9268 2.9119
H 1.2833 5.2631 2.8515
H 2.4574 2.8406 -5.0588
H 2.6997 1.4469 -6.0930
H -0.0331 2.5086 -5.1994
H 0.6783 2.7375 -6.8039
H 0.2166 1.1226 -6.2432
C -3.5300 -0.8257 2.9249
C -4.3958 0.0405 2.0620
C -5.5407 0.6595 2.6166
C -6.2861 1.4964 1.8420
C -5.8929 1.7456 0.5067
C -6.5559 2.6389 -0.3580
Br -8.1154 3.5752 0.2238
C -6.0855 2.8661 -1.6249
C -4.9593 2.2084 -2.0854
Br -4.3538 2.5697 -3.8464
C -4.2237 1.2681 -1.3300
O -3.2107 0.6608 -1.7276
C -4.7457 1.0634 0.0303
N -4.0431 0.2195 0.8138
H -4.0471 -1.7449 3.2073
H -3.2660 -0.2947 3.8394
H -2.6031 -1.0795 2.4185
H -5.8010 0.4724 3.6505
H -7.1642 1.9924 2.2398
H -6.5919 3.5658 -2.2772
N -2.7052 -2.6954 0.4927
C -2.3212 -3.6553 1.0117
H -3.0762 -1.8297 0.1344
S -0.5088 -3.7516 -5.2178
C -0.6811 -4.5327 -3.7724
N -0.3271 -3.8851 -2.6012
C -0.3286 -4.4783 -1.3932
C -0.7587 -5.7766 -1.2997
C -1.1803 -6.3718 -2.5057
N -1.1475 -5.7967 -3.6793
H 0.0309 -2.9403 -2.6521
H 0.0181 -3.8751 -0.5684
H -0.8041 -6.2826 -0.3523
H -1.5603 -7.3905 -2.4959
```

Entry 4:
The following is a DFT calculation (wB97M-V/def2-TZVPD) of C51H55Cl5IrN3OP2 as an isolated structure.

* spin multiplicity: 2
* total charge: +1
* relative energy (zero: lowest compared OMol25 entry of this formula, charge and spin): 84.1 kJ/mol
* E_HOMO (spin up / spin down): -9.724 / -9.715 eV
* <S²>: 0.76

Structure (XYZ):
```
118
C51H55Cl5IrN3OP2 (wB97M-V/def2-TZVPD)
Ir 0.0701 -0.4804 -0.1453
Cl 2.2952 0.7880 1.6863
C 2.5639 -0.8908 1.3350
C 1.6471 -1.5901 0.5498
C 1.9273 -2.9348 0.3021
Cl 0.8784 -3.8284 -0.7322
C 3.0294 -3.5750 0.8547
Cl 3.3117 -5.2439 0.5562
C 3.9179 -2.8594 1.6582
Cl 5.2701 -3.6420 2.3664
C 3.6940 -1.5068 1.8828
Cl 4.7960 -0.6011 2.8401
C -0.6172 -5.2201 5.3283
C -1.7154 -4.3733 5.2218
C -1.8335 -3.5191 4.1410
C -0.8554 -3.5109 3.1467
C 0.2322 -4.3691 3.2520
C 0.3550 -5.2203 4.3436
P -0.9611 -2.3834 1.7056
C -1.6027 -0.9372 2.6643
C -0.7028 -0.3526 3.5602
C -1.1173 0.6438 4.4225
C -2.4395 1.0766 4.4044
C -3.3333 0.5111 3.5116
C -2.9154 -0.4851 2.6369
C -2.3840 -2.9101 0.7519
C -3.1338 -4.0292 0.9962
C -4.2444 -4.3288 0.1804
C -4.6007 -3.4801 -0.8255
C -3.8311 -2.3258 -1.1203
C -4.2187 -1.4335 -2.1452
C -3.4738 -0.3219 -2.3909
C -2.2760 -0.0876 -1.6813
C -1.8234 -0.9661 -0.7207
C -2.6547 -2.0749 -0.3689
H -0.5246 -5.8797 6.1805
H -2.4778 -4.3758 5.9889
H -2.6891 -2.8586 4.0718
H 0.9878 -4.3867 2.4790
H 1.2091 -5.8796 4.4164
H 0.3184 -0.7160 3.6125
H -0.4134 1.0663 5.1285
H -2.7707 1.8427 5.0950
H -4.3693 0.8248 3.5078
H -3.6274 -0.9377 1.9575
H -2.8940 -4.6766 1.8297
H -4.8321 -5.2127 0.3852
H -5.4850 -3.6739 -1.4193
H -5.1179 -1.6403 -2.7113
H -3.7735 0.3821 -3.1579
H -1.7063 0.7922 -1.9184
C 3.1143 2.6249 -3.8485
C 2.5884 1.8772 -2.6172
C 1.5605 2.7564 -1.8903
C 3.7689 1.6689 -1.6575
P 1.8386 0.1969 -2.9981
N 0.9405 -0.2965 -1.7673
C 3.2066 -1.0534 -3.3469
C 2.5420 -2.3278 -3.8903
C 4.2580 -0.5758 -4.3544
C 3.9318 -1.4318 -2.0418
C 0.6916 0.3163 -4.4975
C -0.2670 -0.8890 -4.5084
C 1.3961 0.3943 -5.8558
C -0.1720 1.5784 -4.3446
H 3.5879 3.5468 -3.5038
H 2.3288 2.9093 -4.5430
H 3.8665 2.0611 -4.3957
H 2.1125 3.5209 -1.3419
H 0.9639 2.2055 -1.1640
H 0.8891 3.2645 -2.5790
H 4.1111 2.6530 -1.3316
H 4.6110 1.1772 -2.1363
H 3.4865 1.1043 -0.7697
H 2.1679 -2.2033 -4.9022
H 1.7309 -2.6704 -3.2499
H 3.3006 -3.1113 -3.9192
H 3.8448 -0.2831 -5.3151
H 4.9422 -1.4080 -4.5336
H 4.8544 0.2480 -3.9684
H 3.2634 -1.4203 -1.1851
H 4.7726 -0.7772 -1.8292
H 4.3243 -2.4446 -2.1456
H 0.1881 -1.7804 -4.9285
H -1.1215 -0.6329 -5.1374
H -0.6392 -1.1267 -3.5163
H 1.8977 -0.5337 -6.1174
H 2.1142 1.2087 -5.9220
H 0.6339 0.5701 -6.6180
H -0.6609 1.6251 -3.3770
H -0.9479 1.5459 -5.1115
H 0.3884 2.4970 -4.4913
C -2.7275 4.6680 3.1813
N -2.6487 3.6014 2.2063
N -1.4654 3.0087 1.8211
C -1.7330 2.0787 0.8564
O -0.7927 1.4465 0.2920
C -3.1335 2.0857 0.6605
C -3.6496 3.0348 1.5100
C -5.0597 3.4533 1.7313
C -0.1837 3.5228 2.1819
C 0.3426 3.2560 3.4360
C 1.5952 3.7501 3.7640
C 2.3129 4.4904 2.8352
C 1.7792 4.7469 1.5807
C 0.5224 4.2658 1.2490
H -1.7361 4.8538 3.5832
H -3.3899 4.3780 3.9968
H -3.0948 5.5836 2.7173
H -3.6764 1.4603 -0.0225
H -5.7198 2.8807 1.0853
H -5.1954 4.5129 1.5097
H -5.3619 3.2874 2.7670
H -0.2219 2.6530 4.1314
H 2.0149 3.5468 4.7390
H 3.2951 4.8644 3.0887
H 2.3383 5.3299 0.8619
H 0.0921 4.4470 0.2733
```